Run w
A molecular structure, C6H10Si. Source: the Open Molecules 2025 dataset; level of theory: wB97M-V/def2-TZVPD.

Structure (ORCA input):
```
! wB97M-V def2-TZVPD RIJCOSX def2/J DEFGRID3
* xyz 0 1
C 2.938 2.286 -1.272
C 2.042 2.038 -0.463
C 0.469 -0.333 0.648
C -0.636 -0.975 0.169
C -0.721 -2.418 0.124
C -1.903 -0.258 -0.400
Si 0.900 2.060 0.951
H 3.578 2.000 -2.062
H 1.292 -0.909 1.043
H -0.180 -3.091 0.727
H -1.845 -2.666 0.215
H -0.409 -2.677 -0.898
H -2.110 0.725 -0.030
H -2.732 -0.855 -0.383
H -1.707 -0.156 -1.409
H 1.451 2.723 2.213
H -0.427 2.505 0.828
*
```

Computed properties:
LUMO (eV): 0.48
HOMO level (eV): -8.69


Run x
A molecular structure, C6H10Si. Source: the Open Molecules 2025 dataset; level of theory: wB97M-V/def2-TZVPD.

Structure (ORCA input):
```
! wB97M-V def2-TZVPD RIJCOSX def2/J DEFGRID3
* xyz 0 1
C 0.829 -0.007 -0.132
C 2.288 -0.178 -0.043
C -2.607 1.425 0.217
C -2.780 0.061 0.257
C 0.021 -0.944 -1.013
C 3.321 0.542 0.502
Si -1.295 -1.241 0.214
H 0.312 0.864 0.042
H 2.586 -1.155 -0.398
H -3.470 2.047 0.260
H -1.677 1.941 0.175
H -3.847 -0.281 0.550
H -0.329 -0.661 -2.003
H 0.632 -1.893 -1.183
H 3.201 1.535 0.983
H 4.298 0.232 0.342
H -1.482 -2.288 1.231
*
```

Computed properties:
LUMO (spin up / spin down) (eV): -0.31 / -0.36
HOMO level (spin up / spin down) (eV): -7.11 / -6.57


Run y
C6H10Si in the gas phase. Source: the Open Molecules 2025 dataset; level of theory: wB97M-V/def2-TZVPD.

Structure (ORCA input):
```
! wB97M-V def2-TZVPD RIJCOSX def2/J DEFGRID3
* xyz 0 1
C -0.612 -1.662 1.678
C -0.239 -0.578 0.817
C -0.922 0.593 0.866
C -0.563 1.698 0.058
C 0.132 1.804 -1.068
C 0.740 0.591 -1.735
Si 1.019 -0.776 -0.512
H -0.989 -1.252 2.596
H 0.280 -2.340 1.854
H -1.426 -2.389 1.195
H -1.753 0.969 1.439
H -1.090 2.702 0.284
H 0.168 2.689 -1.689
H 0.388 0.255 -2.724
H 1.751 0.926 -1.939
H 1.001 -2.064 -1.368
H 2.116 -1.166 0.247
*
```

Computed properties:
LUMO (eV): 0.55
Structure (SMILES): CC1=CC=CC[SiH2]1
HOMO level (eV): -8.28


Most stable = run y


Run w
2 unconnected molecules or ions with the total composition C2H4NO2S. Source: the Open Molecules 2025 dataset; level of theory: wB97M-V/def2-TZVPD.

Structure (ORCA input):
```
! wB97M-V def2-TZVPD RIJCOSX def2/J DEFGRID3
* xyz -1 1
C 1.284 -0.548 0.419
C -0.334 0.943 -0.258
N 2.445 -0.193 0.238
O -2.918 0.896 -0.103
O -2.017 -1.315 -0.664
S -1.981 -0.090 0.270
H 0.696 -1.570 0.630
H -0.051 1.702 0.467
H -0.332 1.050 -1.386
H 3.209 -0.875 0.386
*
```

Computed properties:
LUMO (spin up / spin down) (eV): 4.10 / 4.10
HOMO level (spin up / spin down) (eV): -3.05 / -3.05


Run x
2 unconnected molecules or ions with the total composition C2H4NO2S. Source: the Open Molecules 2025 dataset; level of theory: wB97M-V/def2-TZVPD.

Structure (ORCA input):
```
! wB97M-V def2-TZVPD RIJCOSX def2/J DEFGRID3
* xyz -1 1
C 0.316 1.154 0.978
C -0.987 1.077 0.997
N -1.086 -1.805 -1.270
O 0.934 -1.143 -2.842
O 1.389 -1.895 -0.539
S 0.358 -1.634 -1.534
H 0.963 1.992 1.510
H 0.885 0.350 0.431
H -1.244 0.102 0.659
H -1.529 1.802 1.612
*
```

Computed properties:
LUMO (eV): 4.05
HOMO level (eV): -4.13


Most stable = run x


Run w
3 unconnected molecules or ions with the total composition C2H10NO2. Source: the Open Molecules 2025 dataset; level of theory: wB97M-V/def2-TZVPD.

Structure (ORCA input):
```
! wB97M-V def2-TZVPD RIJCOSX def2/J DEFGRID3
* xyz 1 1
C -0.346 1.105 0.163
C 0.035 2.220 -0.414
N 0.461 -0.123 0.019
H -1.244 0.949 0.742
H -0.594 3.094 -0.314
H 0.956 2.279 -0.965
H 1.429 0.034 0.297
H 0.413 -0.537 -0.934
H 0.161 -0.843 0.684
H -0.072 -1.806 2.860
H -0.859 -0.580 3.370
O -0.386 -0.927 2.606
H 0.172 -2.394 -2.607
H -0.230 -1.005 -3.143
O 0.105 -1.465 -2.365
*
```

Computed properties:
LUMO (eV): -3.05
HOMO level (eV): -15.00


Run x
2 unconnected molecules or ions with the total composition C2H10NO2. Source: the Open Molecules 2025 dataset; level of theory: wB97M-V/def2-TZVPD.

Structure (ORCA input):
```
! wB97M-V def2-TZVPD RIJCOSX def2/J DEFGRID3
* xyz 1 1
C -0.541 1.277 0.658
O -1.827 1.058 1.084
C 0.216 -0.002 0.364
N 1.456 0.287 -0.383
H 0.001 1.917 1.356
H -0.520 1.851 -0.348
H -1.899 1.158 2.056
H 0.466 -0.468 1.353
H -0.489 -0.573 -0.255
H 1.420 0.244 -1.401
H 2.330 0.108 0.131
H 1.434 1.322 -0.258
H -0.344 -3.242 -1.881
H -1.311 -2.494 -1.104
O -0.391 -2.443 -1.370
*
```

Computed properties:
LUMO (eV): -3.73
HOMO level (eV): -15.03


Most stable = run w


Run w
C21H23N3O4 in the gas phase. Source: the Open Molecules 2025 dataset; level of theory: wB97M-V/def2-TZVPD.

Structure (ORCA input):
```
! wB97M-V def2-TZVPD RIJCOSX def2/J DEFGRID3
* xyz 0 1
C 6.389 1.877 0.652
C 6.114 0.434 0.254
O 4.713 0.257 0.252
C 4.196 -0.991 0.028
C 4.967 -2.088 -0.315
C 4.394 -3.341 -0.479
C 3.038 -3.498 -0.295
C 2.252 -2.403 0.025
C 2.795 -1.132 0.183
N 2.034 -0.028 0.571
C 2.096 1.196 -0.199
C 1.036 1.191 -1.309
N -0.283 1.008 -0.735
C -1.163 2.034 -0.750
O -0.912 3.112 -1.262
C -2.512 1.806 -0.159
C -3.364 0.877 -0.592
C -4.739 0.707 -0.141
C -5.451 1.710 0.524
C -6.752 1.505 0.948
C -7.380 0.294 0.722
C -6.680 -0.704 0.056
N -7.320 -1.974 -0.191
O -8.469 -2.106 0.173
O -6.668 -2.835 -0.744
C -5.379 -0.508 -0.380
C -0.395 -0.196 0.053
C 0.716 -0.210 1.124
H 5.935 2.555 -0.064
H 5.966 2.075 1.633
H 7.460 2.054 0.682
H 6.527 0.233 -0.745
H 6.582 -0.253 0.973
H 6.033 -1.983 -0.442
H 5.017 -4.183 -0.739
H 2.578 -4.469 -0.409
H 1.192 -2.557 0.153
H 1.903 2.037 0.476
H 3.086 1.315 -0.631
H 1.233 0.368 -2.005
H 1.036 2.139 -1.849
H -2.811 2.564 0.551
H -3.030 0.153 -1.325
H -4.985 2.668 0.694
H -7.282 2.297 1.455
H -8.393 0.109 1.044
H -4.874 -1.310 -0.898
H -1.370 -0.240 0.538
H -0.285 -1.059 -0.614
H 0.677 -1.135 1.700
H 0.534 0.627 1.809
*
```

Computed properties:
LUMO (eV): -0.69
Structure (SMILES): CCOc1ccccc1N1CCN(C(=O)/C=C/c2cccc([N+](=O)[O-])c2)CC1
HOMO level (eV): -7.68


Run x
C21H23N3O4 in the gas phase. Source: the Open Molecules 2025 dataset; level of theory: wB97M-V/def2-TZVPD.

Structure (ORCA input):
```
! wB97M-V def2-TZVPD RIJCOSX def2/J DEFGRID3
* xyz 0 1
C 6.797 0.207 -1.082
O 5.461 -0.154 -0.862
C 4.595 0.956 -0.770
C 3.161 0.468 -0.619
C 3.006 -0.401 0.630
N 1.619 -0.696 0.919
C 0.869 -1.512 0.147
O 1.196 -2.101 -0.846
N -0.420 -1.570 0.745
C -1.497 -2.300 0.182
C -2.751 -1.714 0.082
C -3.796 -2.431 -0.470
C -3.591 -3.721 -0.930
C -2.335 -4.297 -0.835
C -1.284 -3.593 -0.275
C -0.483 -0.821 1.874
O -1.434 -0.661 2.605
C 0.894 -0.177 2.044
C 0.775 1.360 2.084
C -0.033 1.876 0.894
O 0.503 2.269 -0.120
N -1.370 1.829 1.108
C -2.415 2.063 0.203
C -2.209 2.485 -1.106
C -3.296 2.669 -1.943
C -4.584 2.441 -1.492
C -4.789 2.024 -0.187
C -3.713 1.836 0.658
H 7.184 0.828 -0.262
H 7.367 -0.718 -1.135
H 6.912 0.762 -2.022
H 4.681 1.577 -1.675
H 4.882 1.580 0.094
H 2.492 1.327 -0.567
H 2.891 -0.130 -1.490
H 3.427 0.101 1.504
H 3.542 -1.341 0.473
H -2.908 -0.706 0.430
H -4.771 -1.974 -0.548
H -4.409 -4.277 -1.364
H -2.171 -5.302 -1.195
H -0.303 -4.034 -0.205
H 1.346 -0.514 2.988
H 0.299 1.642 3.023
H 1.773 1.799 2.038
H -1.682 1.459 1.999
H -1.208 2.660 -1.461
H -3.129 2.994 -2.959
H -5.426 2.587 -2.152
H -5.790 1.842 0.175
H -3.871 1.504 1.675
*
```

Computed properties:
LUMO (eV): 0.56
Structure (SMILES): COCCCN1C(=O)N(c2ccccc2)C(=O)[C@@H]1CC(=O)Nc1ccccc1
HOMO level (eV): -8.69


Most stable = run x